Here is the ion C6H10O with charge +1 at a distorted geometry from the OMol25 dataset. Energies are from wB97M-V/def2-TZVPD.

Values from the calculation:
<S²>: 0.78
HOMO level (spin up / spin down), eV: -13.2 / -15.3
Energy above the lowest of the compared OMol25 structures with the same formula, charge and spin, kJ/mol: 125.4
HOMO-LUMO gap (spin up / spin down), eV: 7.98 / 8.76

Structure (ORCA input):
```
! wB97M-V def2-TZVPD RIJCOSX def2/J DEFGRID3
* xyz 1 2
H 2.8023 1.3234 1.3318
C 0.8638 1.5448 0.3153
H 2.2825 2.8267 -0.9420
C 2.2358 1.7878 0.5297
O 2.9286 2.5604 -0.2543
C -0.9710 0.0449 0.3493
H -1.3468 -1.4642 -1.9170
C -1.6201 -1.2594 0.1717
C 0.3906 0.2456 0.5254
H -1.7500 -2.9963 -1.1612
H -1.6259 0.8945 0.5204
H -1.4691 -1.8743 1.0742
H 0.2125 2.4142 0.2994
H -2.7048 -1.1594 0.1610
C -1.1682 -2.0881 -1.0400
H 1.0528 -0.4625 1.0110
H -0.1132 -2.3382 -0.9746
*
```

Mulliken atomic charge list, values in e, 6 entries: atom 1 (H): 0.395, atom 2 (C): -0.439, atom 3 (H): 0.382, atom 4 (C): 0.127, atom 5 (O): -0.330, atom 6 (C): -0.367

***

Here is a structure of composition C18H46F6KN3O22S6 at a distorted geometry from the OMol25 dataset. Energies are from wB97M-V/def2-TZVPD.

Values from the calculation:
HOMO level, eV: -8.7
HOMO-LUMO gap, eV: 6.25

Structure (ORCA input):
```
! wB97M-V def2-TZVPD RIJCOSX def2/J DEFGRID3
* xyz 0 1
F -0.7147 -0.9209 -4.0617
H -11.3152 -3.3262 -1.3876
H 13.9440 -3.2058 -6.9459
O -1.8116 -6.1027 7.7079
O 4.0295 -0.1961 8.6748
C -8.3083 4.7292 -8.0177
H 6.9079 12.5507 -1.6590
O 5.2823 10.3662 0.5845
H 12.9078 -1.8593 -7.3393
C 4.9780 -5.0773 8.1343
S -0.6631 1.6502 -2.9593
H 9.3531 -0.7340 -7.9812
O -10.3525 4.8941 -8.9620
H 5.5131 -3.4825 6.6621
O 9.4335 -0.5086 -5.0357
H 6.7739 10.9417 -1.8834
N -2.9263 -6.6199 8.1487
H -7.8784 4.5557 -9.0042
S 10.5889 -0.9196 -5.8597
C 6.9129 11.6408 -1.0588
H -11.2822 -6.0108 4.1217
H 7.8091 11.5819 -0.4411
C -11.5597 -3.0978 0.8132
H -4.0243 -9.9104 2.0234
H 4.5608 9.8482 -2.4044
C 12.9064 -2.8719 -6.9357
H -6.2951 -10.3410 0.2365
H -4.4818 -10.4400 -0.1046
S 4.0461 -1.1252 7.5580
S -2.2701 0.0767 -1.4552
S 5.3524 11.6814 -0.0743
H 5.8012 -5.0130 8.8458
O -1.9326 2.1634 -3.4713
H 3.8309 -4.0194 6.7577
K 4.8685 1.7399 0.2576
O -3.1171 -7.8182 8.2866
O -3.0390 -0.0708 -2.6413
H -10.3654 -5.8354 2.6055
C 3.8346 10.5399 -1.9775
H -12.5093 -2.5628 0.8087
H 4.0602 -5.2086 8.7074
C 3.0496 11.1653 -3.0861
H 2.8177 10.5346 -3.9443
F -0.6874 -1.9190 -0.2070
O 11.0252 -2.4384 -5.3000
O 0.4697 5.0010 2.7375
O 5.2816 12.8787 0.7434
H -3.6531 -4.7896 8.5469
H 12.5717 -3.8372 -5.0405
H -5.2323 -8.9069 0.1899
H -1.4143 5.9279 2.8443
H -9.8293 -3.3287 -0.6045
H 0.1057 4.4418 2.0472
N -0.6913 0.8581 -1.6482
C -10.8117 -2.8608 -0.5402
H 2.1620 -2.1346 6.3585
O 0.4151 2.6138 -3.0510
H -10.4338 -4.5357 3.7397
C -5.2938 -9.9647 0.4457
H 1.6460 -0.7246 7.2676
H -7.8028 4.0869 -7.2966
H -0.0867 6.6934 3.7455
F -1.8974 -2.6339 -1.8740
N -9.7453 4.3144 -8.0937
O 4.6417 -0.8271 6.2308
H -4.7575 -6.0267 9.1363
H -10.7205 -1.8147 -0.8326
H -10.9192 -2.6374 1.5654
H 2.0234 -2.3343 8.0888
H 9.4528 -2.4092 -7.5559
F -0.0066 0.7833 -5.3069
H 12.2353 -3.4815 -7.5407
O -2.9887 0.7472 -0.4141
O -4.9487 -10.0590 1.8111
O -13.0685 -3.7291 3.0058
H 3.2442 9.9666 -1.2627
C -11.0350 -5.3337 3.3041
C -0.3390 6.1054 2.8631
O 4.5293 -2.6247 8.2272
O 4.2670 11.7560 -1.3953
C -4.0976 -5.7567 8.3119
C -1.8982 -1.8027 -0.7777
H -4.4562 -5.6799 7.2855
F 1.2671 0.1241 -3.8248
C 2.2743 -1.6144 7.3098
O 11.8321 -0.1709 -6.1036
C 10.0274 -1.4830 -7.5660
H 13.1617 -2.2054 -4.9853
C 12.4481 -2.8536 -5.4938
H -0.2469 6.8173 2.0429
O -11.7291 -4.4389 1.0180
C 4.7055 -3.7424 7.3464
C -0.0263 0.2508 -4.1256
H 3.4554 12.0984 -3.4770
H -8.3468 5.7858 -7.7530
O -10.1545 3.4664 -7.3803
H 10.8199 -1.3574 -8.3037
F -2.8304 -2.1221 0.0187
S -12.5122 -4.9010 2.3389
H 5.1141 -5.9717 7.5264
H 2.0846 11.4538 -2.6695
O -13.3153 -6.1014 2.0845
*
```

Mulliken atomic charge list, values in e, 6 entries: atom 1 (F): -0.203, atom 2 (H): 0.335, atom 3 (H): 0.379, atom 4 (O): -0.487, atom 5 (O): -0.558, atom 6 (C): -0.637

***

Here is the ion C3H2NO3 with charge -1 at a distorted geometry from the OMol25 dataset. Energies are from wB97M-V/def2-TZVPD.

Values from the calculation:
HOMO level, eV: -3.8
Energy above the lowest of the compared OMol25 structures with the same formula, charge and spin, kJ/mol: 269.3
HOMO-LUMO gap, eV: 7.89

Structure (ORCA input):
```
! wB97M-V def2-TZVPD RIJCOSX def2/J DEFGRID3
* xyz -1 1
C -0.9726 -0.6202 -0.0954
C 0.8718 -0.6955 -1.9216
H 1.6017 0.0058 -2.4187
O -1.0958 2.0041 2.0408
O 0.1983 -0.0922 -1.0303
N -0.9848 0.0053 1.0175
O 1.0523 -1.8698 -2.1876
H -0.0464 0.3784 2.6724
C -0.6245 0.8842 1.9228
*
```

Mulliken atomic charge list, values in e, 6 entries: atom 1 (C): -0.449, atom 2 (C): 0.114, atom 3 (H): 0.292, atom 4 (O): -0.624, atom 5 (O): -0.110, atom 6 (N): -0.046

***

no.,DFT total energy (Ha)
1,-309.49742
2,-6120.70112
3,-395.97315